Formula: C36H95NO30S10
Source: the Open Molecules 2025 dataset
Level of theory: wB97M-V/def2-TZVPD

Structure (XYZ):
```
172
Properties=species:S:1:pos:R:3:forces:R:3
C -3.561 1.289 -7.510 0.68 -0.31 0.55
C -2.266 1.549 -6.700 -0.96 0.90 -1.69
O -2.147 0.677 -5.563 1.02 0.25 -0.77
S -0.690 0.609 -4.867 0.10 -1.13 2.85
C -0.799 2.082 -3.737 -0.21 -0.42 -1.87
O -0.754 -0.610 -4.063 -0.13 1.65 -1.21
O 0.431 0.759 -5.763 -1.14 0.22 -0.03
H -3.729 0.257 -7.817 -0.08 -0.19 0.70
H -3.517 1.779 -8.482 0.11 0.62 0.29
H -4.327 1.721 -6.866 -0.60 -0.47 -0.56
H -1.415 1.585 -7.380 0.38 -0.73 0.46
H -2.419 2.589 -6.415 0.40 0.06 0.73
H -1.567 1.918 -2.980 0.56 -0.35 0.20
H -1.177 2.873 -4.385 0.09 0.13 -0.11
H 0.213 2.373 -3.457 -0.32 -0.34 0.39
C 0.734 0.208 4.284 0.20 -0.91 0.17
C 0.362 1.285 5.272 0.74 -2.39 1.13
O 0.238 2.552 4.788 -1.80 3.28 -3.39
S -0.955 2.904 3.645 -1.07 0.91 1.84
C -2.438 3.261 4.786 1.69 0.20 -0.63
O -0.571 4.160 2.993 -0.32 -2.43 1.07
O -1.371 1.730 2.885 1.05 1.28 0.42
H 1.116 -0.651 4.834 -0.31 -0.15 0.36
H 1.607 0.412 3.664 -0.28 0.65 -0.26
H -0.137 -0.142 3.730 0.30 0.11 -0.17
H -0.524 0.982 5.830 -0.19 -0.07 0.05
H 1.180 1.402 5.982 -0.02 -0.15 0.22
H -2.834 2.335 5.203 -0.04 0.04 -0.56
H -3.088 3.835 4.126 -0.28 -0.39 0.07
H -2.140 3.909 5.610 0.35 0.04 -0.22
C -1.175 -3.215 -1.643 -0.54 1.10 -0.01
C -0.821 -1.899 -0.900 -0.25 -1.17 -0.40
O 0.622 -1.915 -0.880 1.57 2.73 0.00
S 1.374 -0.408 -0.758 -2.43 -1.34 1.75
C 0.797 0.143 0.937 -0.27 0.62 -1.08
O 2.796 -0.678 -0.728 -1.08 0.29 -0.55
O 0.726 0.464 -1.735 1.46 -0.60 0.89
H -2.230 -3.437 -1.481 0.04 -0.30 0.39
H -0.518 -4.032 -1.343 -0.24 0.05 0.19
H -1.109 -3.071 -2.721 0.41 0.13 0.00
H -1.239 -1.021 -1.392 0.32 -0.02 -0.36
H -1.188 -1.873 0.126 0.10 -0.33 0.18
H 0.927 -0.554 1.765 0.48 -0.20 -0.57
H -0.251 0.439 0.910 -0.33 -0.65 -0.54
H 1.212 1.133 1.124 0.90 -0.30 0.01
C -6.760 1.032 4.649 -0.86 0.33 -0.57
C -5.604 1.008 3.630 -1.33 0.63 0.36
O -4.397 0.829 4.303 2.22 -2.43 0.85
S -3.762 -0.738 4.266 -1.00 1.51 -1.56
C -3.292 -0.820 2.501 -0.39 0.03 0.41
O -2.581 -0.694 5.052 0.13 0.19 0.48
O -4.841 -1.642 4.558 0.51 0.33 -0.15
H -7.732 1.179 4.179 -0.02 -0.04 -0.63
H -6.747 1.884 5.329 0.68 -0.10 0.16
H -6.915 0.111 5.212 0.66 -0.06 0.00
H -5.769 0.288 2.828 0.01 -0.30 0.09
H -5.426 1.965 3.139 -0.65 0.23 -0.09
H -3.956 -1.534 2.013 0.29 -0.21 0.12
H -2.233 -1.073 2.450 -0.16 -0.33 0.13
H -3.424 0.147 2.015 -0.08 0.14 0.31
C 2.410 -4.859 -0.340 -0.04 0.56 1.32
C 2.854 -4.110 0.938 0.02 -0.86 -1.29
O 1.849 -3.262 1.496 -2.00 -0.17 1.40
S 0.661 -3.899 2.509 0.92 0.50 -0.45
C 1.703 -4.291 3.971 -0.45 -0.78 -0.44
O -0.262 -2.787 2.813 1.90 -2.13 -0.91
O 0.203 -5.167 1.943 0.33 1.95 0.79
H 1.673 -5.607 -0.050 -0.20 0.14 -0.48
H 3.293 -5.364 -0.733 -0.03 0.07 -0.21
H 2.048 -4.069 -0.999 -0.22 -0.51 -0.36
H 3.221 -4.852 1.647 0.20 0.36 0.34
H 3.626 -3.428 0.582 0.19 0.11 0.73
H 1.981 -5.339 3.859 -0.12 -0.04 -0.25
H 1.080 -4.260 4.865 0.04 0.47 -0.11
H 2.639 -3.736 4.033 -0.50 0.57 -0.07
C 0.034 3.864 -0.282 0.81 0.33 -1.30
C 1.486 3.803 -0.825 -0.96 0.34 -0.15
O 2.316 4.332 0.203 2.27 -0.34 1.43
S 3.662 3.565 0.691 0.95 -0.04 0.81
C 4.591 3.234 -0.837 -0.45 0.63 0.76
O 4.442 4.471 1.548 -1.87 -1.43 -1.69
O 3.263 2.263 1.212 0.16 1.10 -0.37
H -0.150 3.150 0.521 0.11 0.22 -0.01
H -0.640 3.673 -1.117 -0.12 -0.29 -0.04
H -0.171 4.895 0.005 0.03 -0.16 0.45
H 1.741 2.809 -1.194 0.17 -0.27 0.55
H 1.731 4.487 -1.637 -0.81 -0.03 -0.40
H 5.405 2.543 -0.617 -0.30 -0.13 0.21
H 5.030 4.177 -1.163 -0.31 -0.04 -0.19
H 3.870 2.824 -1.543 0.33 0.09 -0.03
C -8.403 -1.648 2.300 0.83 -0.38 -0.68
C -7.883 -2.965 1.672 -1.13 -0.07 0.44
O -6.473 -2.855 1.428 1.71 -1.13 -0.95
S -5.587 -4.208 0.882 0.22 -1.65 0.50
C -6.437 -4.543 -0.756 -0.01 0.66 1.21
O -4.192 -3.806 0.600 -3.19 -0.18 0.99
O -5.874 -5.357 1.796 0.64 3.08 -2.20
H -7.791 -1.585 3.200 -0.34 0.70 0.17
H -9.474 -1.611 2.500 0.06 -0.79 0.35
H -8.303 -0.783 1.645 0.70 0.01 -0.03
H -8.082 -3.737 2.415 0.24 -0.26 -0.10
H -8.417 -3.240 0.762 0.09 0.12 -0.19
H -7.318 -5.118 -0.469 -0.03 0.16 -0.20
H -5.872 -5.065 -1.528 0.49 -0.09 0.67
H -6.678 -3.550 -1.138 -0.20 -0.07 0.04
C 8.576 -0.763 5.048 -0.26 0.19 0.81
C 7.625 -0.954 3.868 1.78 1.16 0.75
O 6.308 -0.927 4.421 -1.51 -1.60 -0.59
S 5.123 -1.552 3.469 -0.69 1.96 -1.50
C 5.058 -0.193 2.219 0.40 -0.23 0.93
O 5.604 -2.717 2.774 -0.11 -0.16 0.81
O 3.860 -1.579 4.204 2.29 -0.06 -0.54
H 8.571 -1.590 5.759 0.15 -0.46 -0.43
H 8.258 0.049 5.702 -0.19 0.40 -0.37
H 9.596 -0.524 4.747 -0.05 -0.25 -0.21
H 7.751 -0.075 3.236 -0.21 0.00 -0.27
H 7.967 -1.819 3.298 -0.93 -0.36 0.07
H 4.241 -0.328 1.510 -0.21 0.03 0.42
H 5.976 -0.099 1.640 0.16 -0.68 0.11
H 5.040 0.723 2.810 -0.73 0.02 -0.12
C 7.348 -4.115 0.152 -1.49 0.33 0.91
C 7.913 -2.850 -0.415 2.36 -0.86 -0.38
O 7.052 -1.757 -0.358 -1.32 2.80 -0.98
S 7.297 -0.508 -1.450 -0.59 -0.73 -1.27
C 5.838 -0.968 -2.545 0.86 1.12 0.06
O 6.959 0.792 -0.857 0.83 -2.49 -0.42
O 8.584 -0.726 -2.143 -2.56 0.53 1.56
H 7.402 -4.050 1.239 0.19 -0.61 0.01
H 7.729 -5.034 -0.292 0.50 0.26 0.28
H 6.275 -4.151 -0.037 -0.19 0.09 -0.19
H 8.770 -2.497 0.159 0.48 -0.62 -0.14
H 8.251 -3.104 -1.420 -0.04 0.62 -0.27
H 5.789 -0.273 -3.383 0.64 0.10 -0.10
H 4.910 -0.742 -2.021 0.19 -0.60 0.57
H 5.933 -1.973 -2.957 0.04 0.01 0.48
C 4.671 1.663 -7.712 1.00 -1.24 -0.41
C 3.735 2.676 -7.218 -0.92 0.49 -0.49
O 4.176 3.145 -5.969 -0.59 0.72 3.43
S 3.102 3.215 -4.690 -0.55 1.19 -0.37
C 3.204 1.471 -4.116 0.01 1.17 -0.16
O 3.676 4.152 -3.688 -1.17 -2.30 -2.45
O 1.743 3.458 -5.234 2.80 -0.39 1.19
H 5.720 1.944 -7.618 -0.05 0.14 -0.09
H 4.452 1.425 -8.753 0.05 0.05 -0.05
H 4.518 0.744 -7.146 0.19 -0.16 0.01
H 3.721 3.571 -7.841 -0.48 -0.22 -0.30
H 2.773 2.174 -7.121 -0.41 0.60 -0.17
H 4.041 1.420 -3.420 0.07 -0.06 -0.24
H 3.353 0.895 -5.029 -0.05 -0.12 0.25
H 2.283 1.189 -3.606 -0.03 0.12 -0.12
C -4.611 -0.748 -1.125 -0.16 -0.67 0.12
C -4.514 0.693 -1.559 0.40 0.30 -0.20
N -4.679 1.620 -0.467 -0.21 0.79 1.14
C -6.098 1.937 -0.193 -0.06 -1.48 -0.44
C -6.856 2.667 -1.308 0.36 0.96 0.81
C -3.829 2.834 -0.579 -0.43 -1.59 0.00
C -3.845 3.677 0.692 0.13 0.49 -0.28
H -5.632 -1.032 -0.869 -0.13 -0.05 -0.06
H -4.017 -0.983 -0.242 0.11 0.39 0.06
H -4.234 -1.433 -1.885 -0.20 0.03 -0.29
H -3.535 0.848 -2.013 0.23 0.05 0.11
H -5.214 0.958 -2.351 -0.22 -0.41 -0.37
H -6.661 1.009 -0.087 0.36 -0.64 -0.03
H -6.203 2.298 0.830 0.11 0.92 -0.28
H -6.332 3.601 -1.509 -0.17 0.15 -0.34
H -6.962 2.095 -2.230 0.12 -0.05 0.16
H -7.850 2.929 -0.945 -0.08 -0.03 -0.09
H -4.098 3.332 -1.511 -0.31 0.99 0.10
H -2.837 2.468 -0.842 0.31 -0.07 0.59
H -3.688 3.154 1.635 0.08 -0.70 -0.30
H -4.789 4.205 0.824 0.01 0.20 -0.21
H -3.028 4.397 0.655 -0.12 0.26 -0.11
```
Forces are in eV/Å.

Summary:
**Frontier orbital gap**: 8.8 eV
**SMILES**: CCOS(C)(=O)=O.CCOS(C)(=O)=O.CCOS(C)(=O)=O.CCOS(C)(=O)=O.CCOS(C)(=O)=O.CCOS(C)(=O)=O.CCOS(C)(=O)=O.CCOS(C)(=O)=O.CCOS(C)(=O)=O.CCOS(C)(=O)=O.CCN(CC)CC
**Charge**: 0
**Largest force on an atom**: 0.098 Eh/bohr
**E_tot**: -210131.635 eV
**Molar mass**: 1342.803 g/mol
**Relative energy (zero: lowest compared OMol25 entry of this formula, charge and spin)**: 36.1 kcal per mole